i.
{
  "formula": "C6H10O3",
  "method": "wB97M-V/def2-TZVPD",
  "lumo_energy_ev": 0.81,
  "homo_ha": -0.3577,
  "species": ["C", "C", "C", "C", "C", "C", "H", "H", "H", "H", "H", "H", "H", "H", "H", "H", "O", "O", "O"],
  "coordinates": [[1.381, -0.300, -0.150], [-0.063, -0.039, 0.361], [-0.134, 1.489, 0.338], [-0.959, 0.461, -1.685], [-1.209, -0.408, -0.410], [-0.474, -1.123, 1.257], [3.176, -0.457, 0.702], [1.579, 0.515, -0.949], [1.431, -1.329, -0.486], [0.774, 2.101, 0.600], [-1.017, 1.822, 0.974], [-1.934, 0.667, -2.149], [-0.138, 0.034, -2.238], [-2.081, -0.152, 0.086], [-1.432, -0.969, 1.861], [0.205, -1.797, 1.866], [2.262, -0.337, 1.005], [-0.425, 1.589, -1.026], [-0.943, -1.768, 0.043]],
  "nbo_charge": [-0.068, -0.159, -0.058, -0.081, 0.063, -0.062, 0.476, 0.188, 0.188, 0.207, 0.165, 0.201, 0.189, 0.169, 0.174, 0.213, -0.739, -0.553, -0.515]
}

---

ii.
{
  "formula": "C6H10O3",
  "method": "wB97M-V/def2-TZVPD",
  "lumo_energy_ev": -1.10,
  "homo_ha": -0.3155,
  "species": ["C", "C", "C", "C", "C", "C", "O", "O", "O", "H", "H", "H", "H", "H", "H", "H", "H", "H", "H"],
  "coordinates": [[-0.707, -0.176, -0.558], [-1.695, -1.289, -0.228], [1.685, 0.823, 0.278], [0.858, -0.581, -0.440], [-0.551, 0.850, 0.416], [-0.829, 1.728, 1.319], [-0.902, 0.349, -1.845], [0.953, -1.556, 0.581], [1.373, -0.788, -1.577], [-0.110, 0.022, -2.333], [1.787, -2.015, 0.413], [-2.712, -0.927, -0.386], [-1.575, -1.646, 0.793], [-1.505, -2.114, -0.914], [1.665, 0.977, 1.356], [1.603, 1.749, -0.291], [2.658, 0.389, 0.037], [-1.888, 1.942, 1.462], [-0.107, 2.264, 1.917]],
  "nbo_charge": [0.012, -0.607, -0.772, 0.658, 0.495, -0.506, -0.706, -0.745, -0.765, 0.511, 0.489, 0.216, 0.228, 0.240, 0.206, 0.225, 0.266, 0.282, 0.271]
}

---

Relative energies in eV: i 0.000; ii 0.508

---

i.
{
  "formula": "C3H4N",
  "method": "wB97M-V/def2-TZVPD",
  "total_charge": 1,
  "lumo_energy_ev": [-6.59, -6.47],
  "homo_ha": [-0.5257, -0.5418],
  "species": ["C", "C", "C", "N", "H", "H", "H", "H"],
  "coordinates": [[-0.277, -1.208, -1.022], [-0.459, -2.492, -1.036], [-0.213, -0.274, -0.175], [0.671, 0.648, 0.613], [-2.405, 0.566, -0.829], [1.687, 0.462, 0.473], [0.442, 0.584, 1.646], [0.555, 1.714, 0.330]],
  "nbo_charge": [-0.438, 0.390, 0.313, -0.768, 0.046, 0.468, 0.489, 0.501]
}

---

ii.
{
  "formula": "C3H4N",
  "method": "wB97M-V/def2-TZVPD",
  "total_charge": 1,
  "lumo_energy_ev": [-7.66, -7.66],
  "homo_ha": [-0.6058, -0.6058],
  "species": ["C", "C", "C", "N", "H", "H", "H", "H"],
  "coordinates": [[-0.271, 0.512, -1.111], [-0.044, -0.791, -0.887], [0.007, -0.660, 0.706], [0.109, 0.652, 0.339], [-0.463, 1.132, -1.976], [-1.041, -1.057, 0.974], [0.840, -1.030, 1.297], [0.863, 1.242, 0.658]],
  "nbo_charge": [-0.098, 0.344, -0.240, -0.319, 0.305, 0.292, 0.273, 0.444]
}

---

Relative energies in eV: i 4.906; ii 0.000

---

i.
{
  "formula": "C3H4BrNO3",
  "method": "wB97M-V/def2-TZVPD",
  "lumo_energy_ev": [-0.15, -0.15],
  "homo_ha": [-0.2852, -0.2853],
  "species": ["C", "C", "C", "N", "O", "O", "O", "Br", "H", "H", "H", "H"],
  "coordinates": [[0.775, 0.350, -1.949], [-0.580, 0.632, -1.614], [0.425, -0.072, 2.265], [0.708, -0.801, 1.281], [-0.726, 1.204, -0.535], [1.696, -0.212, -1.318], [-1.605, 0.457, -2.475], [-0.470, -2.198, 0.889], [-0.331, -0.110, 2.966], [1.113, 0.614, 2.719], [1.447, -0.573, -0.273], [-2.453, 0.708, -1.954]],
  "nbo_charge": [0.253, 0.587, 0.011, -0.509, -0.638, -0.596, -0.666, 0.191, 0.176, 0.194, 0.494, 0.503]
}

---

ii.
{
  "formula": "C3H4BrNO3",
  "method": "wB97M-V/def2-TZVPD",
  "lumo_energy_ev": 0.06,
  "homo_ha": -0.3881,
  "smiles": "C=C[C@@H](Br)O[N+](=O)[O-]",
  "species": ["C", "C", "C", "N", "O", "O", "O", "Br", "H", "H", "H", "H"],
  "coordinates": [[0.847, 0.482, -0.135], [0.165, -0.653, -0.354], [-1.391, -0.623, -0.563], [-2.852, -1.621, 1.181], [-3.056, -0.559, 1.710], [-3.353, -2.687, 1.464], [-2.019, -1.709, 0.097], [-1.831, -0.717, -2.421], [1.840, 0.336, -0.203], [0.403, 1.469, -0.187], [0.438, -1.632, -0.160], [-1.928, 0.283, -0.232]],
  "nbo_charge": [-0.345, -0.204, -0.026, 0.734, -0.361, -0.331, -0.374, 0.047, 0.202, 0.209, 0.215, 0.232]
}

---

Relative energies in eV: i 0.000; ii 0.555

---

i.
{
  "formula": "C27H30N5O5SeZr",
  "method": "wB97M-V/def2-TZVPD",
  "total_charge": 1,
  "lumo_energy_ev": -4.35,
  "homo_ha": -0.3985,
  "species": ["Zr", "N", "C", "C", "O", "N", "C", "C", "O", "O", "H", "H", "H", "H", "H", "H", "C", "O", "C", "C", "O", "C", "H", "H", "H", "H", "H", "H", "H", "H", "H", "H", "Se", "N", "C", "C", "C", "C", "N", "C", "N", "H", "H", "H", "C", "C", "C", "C", "C", "C", "C", "C", "C", "C", "C", "C", "C", "C", "H", "H", "H", "H", "H", "H", "H", "H", "H", "H", "H"],
  "coordinates": [[0.499, -1.166, 0.278], [0.455, -1.761, -2.008], [1.152, -3.048, -2.240], [1.968, -3.348, -0.993], [3.154, -3.616, -1.042], [1.207, -3.217, 0.137], [1.852, -3.621, 1.392], [1.488, -2.677, 2.522], [1.397, -3.015, 3.669], [1.306, -1.406, 2.117], [0.980, -0.995, -2.433], [-0.475, -1.772, -2.402], [0.417, -3.840, -2.374], [1.794, -3.009, -3.117], [1.582, -4.635, 1.683], [2.941, -3.595, 1.275], [-3.149, -0.925, -1.825], [-2.301, -1.625, -0.913], [-3.073, -2.332, 0.044], [-2.099, -3.028, 0.950], [-1.212, -2.057, 1.529], [-1.568, -1.665, 2.871], [-3.736, -1.636, -2.412], [-2.522, -0.323, -2.475], [-3.831, -0.259, -1.292], [-3.718, -3.063, -0.453], [-3.706, -1.633, 0.602], [-1.483, -3.729, 0.386], [-2.611, -3.564, 1.747], [-1.445, -2.519, 3.535], [-2.595, -1.302, 2.884], [-0.889, -0.874, 3.172], [3.462, 1.124, -3.585], [4.849, 1.331, -2.536], [4.511, 0.848, -1.357], [5.356, 0.852, -0.216], [4.869, 0.285, 0.910], [3.562, -0.267, 0.930], [2.723, -0.303, -0.084], [3.196, 0.243, -1.265], [2.500, 0.259, -2.378], [6.342, 1.294, -0.280], [5.451, 0.236, 1.819], [3.194, -0.690, 1.852], [-2.198, 5.384, -2.161], [-2.073, 4.449, -3.179], [-1.442, 3.240, -2.931], [-0.943, 2.932, -1.662], [-1.062, 3.889, -0.652], [-1.682, 5.103, -0.903], [-0.307, 1.612, -1.472], [-0.150, 0.884, -0.362], [-0.648, 1.277, 0.975], [-2.023, 1.310, 1.256], [-2.481, 1.662, 2.512], [-1.578, 1.948, 3.533], [-0.217, 1.882, 3.285], [0.245, 1.548, 2.017], [-2.684, 6.332, -2.350], [-2.459, 4.664, -4.167], [-1.330, 2.518, -3.733], [-0.652, 3.696, 0.330], [-1.759, 5.839, -0.112], [0.056, 1.187, -2.409], [-2.723, 1.104, 0.456], [-3.546, 1.721, 2.702], [-1.939, 2.223, 4.515], [0.489, 2.100, 4.075], [1.311, 1.536, 1.818]],
  "nbo_charge": [2.370, -0.921, -0.304, 0.647, -0.598, -0.847, -0.353, 0.790, -0.557, -0.913, 0.441, 0.414, 0.227, 0.226, 0.236, 0.251, -0.252, -0.546, -0.091, -0.083, -0.620, -0.246, 0.189, 0.203, 0.186, 0.200, 0.186, 0.227, 0.218, 0.214, 0.194, 0.236, 1.076, -0.586, 0.127, -0.106, -0.266, 0.159, -0.553, 0.276, -0.683, 0.251, 0.249, 0.249, -0.195, -0.208, -0.188, -0.124, -0.137, -0.220, -0.163, -0.560, -0.073, -0.217, -0.196, -0.208, -0.188, -0.227, 0.223, 0.222, 0.203, 0.203, 0.221, 0.189, 0.218, 0.225, 0.230, 0.229, 0.223]
}

---

ii.
{
  "formula": "C27H30N5O5SeZr",
  "method": "wB97M-V/def2-TZVPD",
  "total_charge": 1,
  "lumo_energy_ev": -4.13,
  "homo_ha": -0.3885,
  "species": ["Zr", "N", "C", "C", "O", "N", "C", "C", "O", "O", "H", "H", "H", "H", "H", "H", "C", "O", "C", "C", "O", "C", "H", "H", "H", "H", "H", "H", "H", "H", "H", "H", "Se", "N", "C", "C", "C", "C", "N", "C", "N", "H", "H", "H", "C", "C", "C", "C", "C", "C", "C", "C", "C", "C", "C", "C", "C", "C", "H", "H", "H", "H", "H", "H", "H", "H", "H", "H", "H"],
  "coordinates": [[0.118, 0.684, 0.470], [0.942, -1.371, 1.285], [0.038, -1.984, 2.302], [-0.841, -0.905, 2.901], [-1.127, -0.917, 4.083], [-1.231, 0.008, 1.965], [-2.224, 0.998, 2.400], [-1.601, 2.358, 2.145], [-1.693, 3.304, 2.876], [-0.840, 2.347, 1.034], [1.852, -1.180, 1.701], [1.095, -2.033, 0.526], [-0.603, -2.707, 1.802], [0.598, -2.495, 3.082], [-3.134, 0.911, 1.798], [-2.485, 0.874, 3.448], [-0.486, 2.760, -2.583], [0.418, 2.193, -1.628], [1.750, 2.662, -1.809], [2.477, 2.178, -0.585], [2.198, 0.773, -0.431], [3.204, -0.100, -0.956], [-0.586, 3.832, -2.406], [-1.443, 2.269, -2.461], [-0.110, 2.581, -3.592], [1.777, 3.754, -1.854], [2.164, 2.255, -2.737], [2.034, 2.674, 0.285], [3.549, 2.366, -0.572], [4.109, 0.005, -0.362], [3.395, 0.148, -2.001], [2.829, -1.117, -0.894], [0.796, 1.912, 4.201], [2.273, 1.914, 5.118], [3.230, 1.432, 4.334], [4.589, 1.260, 4.705], [5.422, 0.715, 3.782], [4.915, 0.325, 2.514], [3.677, 0.475, 2.114], [2.830, 1.045, 3.011], [1.531, 1.230, 2.733], [4.924, 1.552, 5.691], [6.469, 0.554, 3.996], [5.595, -0.126, 1.797], [-5.710, -1.225, -3.652], [-5.974, -0.318, -2.635], [-4.931, 0.213, -1.895], [-3.611, -0.167, -2.143], [-3.357, -1.068, -3.179], [-4.399, -1.591, -3.927], [-2.541, 0.412, -1.304], [-1.351, -0.112, -0.992], [-0.875, -1.473, -1.314], [0.310, -1.653, -2.035], [0.862, -2.918, -2.205], [0.243, -4.027, -1.647], [-0.945, -3.865, -0.939], [-1.497, -2.605, -0.772], [-6.523, -1.636, -4.236], [-6.993, -0.022, -2.425], [-5.137, 0.929, -1.107], [-2.338, -1.347, -3.410], [-4.188, -2.284, -4.731], [-2.789, 1.386, -0.883], [0.777, -0.786, -2.494], [1.768, -3.041, -2.786], [0.671, -5.012, -1.779], [-1.446, -4.728, -0.519], [-2.420, -2.475, -0.219]],
  "nbo_charge": [2.327, -0.912, -0.306, 0.663, -0.607, -0.834, -0.347, 0.790, -0.552, -0.877, 0.417, 0.418, 0.242, 0.228, 0.235, 0.258, -0.245, -0.560, -0.091, -0.086, -0.616, -0.238, 0.193, 0.228, 0.188, 0.212, 0.193, 0.222, 0.231, 0.210, 0.198, 0.213, 1.204, -0.599, 0.110, -0.134, -0.267, 0.107, -0.479, 0.260, -0.770, 0.249, 0.243, 0.199, -0.196, -0.204, -0.183, -0.121, -0.142, -0.223, -0.184, -0.516, -0.006, -0.279, -0.208, -0.232, -0.189, -0.245, 0.222, 0.222, 0.210, 0.199, 0.219, 0.206, 0.215, 0.221, 0.229, 0.229, 0.235]
}

---

Relative energies in eV: i 0.050; ii 0.000